[1]
{
  "formula": "C10H16O",
  "method": "ωB97M-V/def2-TZVPD",
  "homo_ev": -8.85,
  "e_above_lowest_ev": 3.796,
  "smiles": "CCc1ccccc1.CCO",
  "e_lumo_ev": 0.911,
  "gap_ev": 9.7648,
  "total_energy_ev": -12673.9286,
  "species": ["C", "C", "O", "H", "H", "H", "H", "H", "H", "C", "C", "C", "C", "C", "C", "C", "C", "H", "H", "H", "H", "H", "H", "H", "H", "H", "H"],
  "xyz": [[0.967, 0.763, 2.412], [-0.018, -0.365, 2.294], [2.356, 0.137, 2.217], [1.273, 1.452, 1.623], [0.614, 1.221, 3.317], [-1.108, -0.211, 2.257], [2.713, -0.250, 3.099], [-0.094, -1.125, 3.162], [0.414, -0.851, 1.464], [0.545, -1.589, -1.637], [0.229, -2.787, -0.817], [-0.149, -0.348, -1.344], [-1.389, -0.399, -0.712], [0.462, 0.872, -1.589], [-2.133, 0.721, -0.448], [-0.321, 2.018, -1.343], [-1.540, 1.995, -0.681], [1.551, -1.367, -1.735], [0.398, -2.010, -2.633], [-0.583, -3.460, -1.103], [-1.973, -1.271, -0.444], [1.390, 1.106, -1.955], [-2.972, 0.543, 0.288], [0.320, 2.882, -1.148], [-2.010, 2.880, -0.329], [0.134, -2.538, 0.295], [1.160, -3.384, -0.704]],
  "forces_ev_per_angstrom": [[1.69, -1.04, -0.10], [-0.87, -1.47, 0.75], [-0.22, -0.55, 3.86], [-2.16, 0.37, -0.27], [1.48, 1.02, 0.92], [0.50, 0.87, -0.87], [-1.04, 0.88, -2.17], [1.29, 1.31, -0.80], [-0.61, -1.34, -1.16], [-0.89, -1.62, -1.58], [1.58, -1.07, 3.70], [-0.26, 0.02, -0.08], [-1.15, 0.26, -0.74], [-4.29, 0.59, 0.69], [0.32, 1.47, 1.80], [1.40, 0.33, 2.17], [-0.53, -1.96, -0.59], [2.40, 0.17, 0.59], [-0.63, 0.75, -0.69], [0.04, 0.46, -0.18], [0.95, -0.73, -0.18], [2.41, -0.44, -0.85], [0.52, 0.74, -1.38], [-0.60, 0.53, -0.97], [-0.23, 0.66, 0.14], [-0.52, -0.11, -1.38], [-0.57, -0.11, -0.65]]
}

---

[2]
{
  "formula": "C10H16O",
  "method": "ωB97M-V/def2-TZVPD",
  "homo_ev": -8.88,
  "e_above_lowest_ev": 1.745,
  "smiles": "Cc1ccc(O)cc1.CCC",
  "e_lumo_ev": 0.904,
  "gap_ev": 9.7827,
  "total_energy_ev": -12675.9803,
  "species": ["C", "C", "C", "C", "C", "C", "C", "O", "H", "H", "H", "H", "H", "H", "H", "H", "C", "C", "C", "H", "H", "H", "H", "H", "H", "H", "H"],
  "xyz": [[-1.372, 0.930, -1.032], [-0.935, -0.903, 0.648], [-1.585, 0.273, 0.290], [-1.064, -1.488, 1.913], [-2.486, 0.828, 1.209], [-1.943, -0.879, 2.783], [-2.700, 0.235, 2.439], [-2.147, -1.381, 4.086], [-0.380, -1.442, -0.114], [-0.741, -2.488, 2.127], [-0.817, 0.346, -1.796], [-0.610, 1.692, -0.800], [-2.972, 1.732, 0.865], [-3.534, 0.420, 3.109], [-1.363, -0.989, 4.478], [-2.149, 1.285, -1.699], [2.772, -0.004, -1.115], [2.687, 1.430, -1.688], [1.982, -0.878, -2.046], [3.788, -0.395, -1.145], [2.373, -0.067, -0.103], [3.038, 2.199, -0.973], [2.549, -1.207, -2.944], [1.604, -1.803, -1.551], [1.017, -0.556, -2.459], [3.342, 1.512, -2.539], [1.646, 1.597, -1.944]],
  "forces_ev_per_angstrom": [[2.29, -0.03, -1.13], [0.18, -0.49, -0.21], [-0.79, -0.68, 0.39], [-0.98, 0.60, -0.77], [0.30, 0.14, -0.54], [-0.69, -0.02, 0.54], [-0.08, -0.55, -0.23], [0.61, 0.26, -0.89], [0.17, 0.15, 0.07], [0.61, -0.14, 0.15], [-0.10, -0.50, 0.89], [-0.59, 0.49, -0.47], [-0.42, -0.05, 0.35], [0.28, 0.70, -0.03], [-0.02, -0.34, 0.98], [-0.80, 0.51, 0.92], [-0.38, 0.75, -0.79], [0.62, -0.09, 1.46], [-1.12, -2.52, -0.80], [0.13, 0.23, 0.42], [0.08, 0.11, 0.03], [-0.31, -0.34, -0.24], [-0.12, 0.22, 0.60], [0.79, 0.19, -0.13], [0.37, 0.95, 0.24], [-0.05, 0.05, -0.62], [0.03, 0.40, -0.19]]
}

---

[3]
{
  "formula": "C10H16O",
  "method": "ωB97M-V/def2-TZVPD",
  "homo_ev": -8.35,
  "e_above_lowest_ev": 1.657,
  "smiles": "CCc1ccc(O)cc1.CC",
  "e_lumo_ev": 0.812,
  "gap_ev": 9.1571,
  "total_energy_ev": -12676.0677,
  "species": ["C", "C", "C", "C", "C", "C", "C", "C", "O", "H", "H", "H", "H", "H", "H", "H", "H", "H", "H", "C", "C", "H", "H", "H", "H", "H", "H"],
  "xyz": [[-0.778, -2.914, -0.144], [-1.596, -2.494, -1.379], [-0.467, -1.781, 0.768], [0.864, -1.421, 1.022], [-1.461, -1.031, 1.410], [1.203, -0.509, 2.019], [-1.155, -0.125, 2.399], [0.182, 0.179, 2.654], [0.394, 1.224, 3.516], [-1.306, -3.668, 0.441], [0.179, -3.333, -0.469], [-1.089, -1.697, -1.914], [1.601, -1.745, 0.296], [-2.504, -1.257, 1.206], [2.237, -0.210, 2.100], [-1.845, 0.293, 3.121], [1.166, 1.123, 4.099], [-2.596, -2.151, -1.096], [-1.786, -3.385, -1.982], [1.827, 2.727, -2.220], [0.442, 3.415, -2.374], [1.775, 1.903, -2.922], [2.584, 3.510, -2.305], [1.967, 2.563, -1.148], [-0.203, 3.151, -3.203], [0.622, 4.491, -2.332], [-0.257, 3.143, -1.564]],
  "forces_ev_per_angstrom": [[-0.10, 0.36, -0.60], [-0.41, -0.71, 0.67], [0.51, 1.22, 0.46], [-0.68, 0.01, -0.16], [-0.28, -1.03, 0.25], [-0.20, 0.48, -1.03], [0.85, 0.19, 0.41], [0.11, -0.26, 0.35], [0.25, 0.15, 0.70], [-0.02, -0.19, -0.19], [-0.18, -0.19, 0.00], [0.01, -0.09, -0.28], [0.30, -0.46, 0.49], [0.02, -0.05, 0.06], [0.10, 0.10, 0.29], [-0.43, 0.25, -0.56], [-0.28, -0.22, -0.60], [0.17, 0.21, 0.10], [0.26, 0.25, -0.37], [-1.45, 1.43, 0.63], [-0.40, 0.28, 1.23], [1.20, -0.35, 0.41], [0.25, -0.47, -1.25], [-0.22, -1.24, -0.22], [0.64, 0.04, -0.85], [-0.59, 0.03, -0.14], [0.56, 0.25, 0.21]]
}

---

[4]
{
  "formula": "C10H16O",
  "method": "ωB97M-V/def2-TZVPD",
  "homo_ev": -8.41,
  "e_above_lowest_ev": 1.300,
  "smiles": "CCc1ccc(O)cc1.CC",
  "e_lumo_ev": 0.853,
  "gap_ev": 9.2593,
  "total_energy_ev": -12676.4254,
  "species": ["C", "C", "C", "C", "C", "C", "C", "C", "O", "H", "H", "H", "H", "H", "H", "H", "H", "H", "H", "C", "C", "H", "H", "H", "H", "H", "H"],
  "xyz": [[2.027, 0.200, -0.468], [3.164, -0.458, 0.314], [0.751, -0.583, -0.273], [0.309, -1.484, -1.250], [0.151, -0.562, 0.980], [-0.897, -2.142, -1.039], [-0.951, -1.359, 1.245], [-1.512, -2.112, 0.217], [-2.745, -2.630, 0.524], [1.830, 1.254, -0.233], [2.312, 0.222, -1.526], [3.275, -1.477, -0.039], [0.926, -1.756, -2.086], [0.632, 0.000, 1.770], [-1.302, -2.832, -1.778], [-1.460, -1.437, 2.197], [-3.263, -2.702, -0.276], [2.884, -0.487, 1.369], [4.088, 0.083, 0.259], [-0.931, 2.769, 0.628], [-1.688, 2.285, -0.590], [-0.557, 3.819, 0.513], [-1.524, 2.890, 1.533], [-0.002, 2.215, 0.724], [-1.227, 2.699, -1.500], [-2.756, 2.366, -0.428], [-1.535, 1.219, -0.786]],
  "forces_ev_per_angstrom": [[0.03, -0.01, -0.59], [-0.84, 0.40, 0.51], [0.81, -0.42, -0.50], [-0.63, 0.39, 1.16], [-0.21, -0.59, 0.06], [-0.36, -1.21, 0.41], [0.06, -0.08, -0.20], [-0.01, 1.45, -0.15], [0.23, -0.46, -0.17], [0.32, -0.18, 0.37], [-0.20, -0.12, 0.01], [0.22, -0.16, 0.00], [-0.01, 0.42, -0.52], [-0.21, 0.20, 0.05], [0.10, 0.19, -0.05], [0.19, 0.33, 0.13], [-0.16, -0.22, -0.30], [0.10, -0.19, 0.04], [0.59, 0.22, -0.26], [0.88, 1.74, -0.20], [0.62, -0.85, -0.29], [-0.39, -0.60, -0.36], [0.08, -0.87, 0.15], [-0.14, -0.31, 0.66], [-0.92, 0.46, 0.17], [-0.21, 0.61, -0.68], [0.05, -0.17, 0.53]]
}

---

[5]
{
  "formula": "C10H16O",
  "method": "ωB97M-V/def2-TZVPD",
  "homo_ev": -8.51,
  "e_above_lowest_ev": 1.962,
  "smiles": "CCc1ccc(O)cc1.CC",
  "e_lumo_ev": 0.851,
  "gap_ev": 9.3574,
  "total_energy_ev": -12675.7628,
  "species": ["C", "C", "C", "C", "C", "C", "C", "C", "O", "H", "H", "H", "H", "H", "H", "H", "H", "H", "H", "C", "C", "H", "H", "H", "H", "H", "H"],
  "xyz": [[0.534, 0.874, 2.506], [1.069, -0.051, 3.590], [0.958, 0.298, 1.169], [1.944, 0.672, 0.296], [0.194, -0.864, 0.771], [1.939, 0.137, -1.016], [0.383, -1.551, -0.390], [1.299, -1.043, -1.347], [1.207, -1.553, -2.632], [-0.563, 0.941, 2.618], [0.964, 1.871, 2.615], [2.137, -0.085, 3.796], [2.523, 1.567, 0.426], [-0.783, -0.873, 1.291], [2.654, 0.613, -1.702], [-0.335, -2.348, -0.557], [1.128, -2.506, -2.536], [0.921, -1.086, 3.214], [0.504, -0.032, 4.531], [-1.762, 1.170, -2.118], [-2.920, 0.155, -2.022], [-1.086, 0.893, -2.922], [-2.172, 2.151, -2.452], [-1.177, 1.167, -1.193], [-3.855, 0.458, -2.412], [-2.940, -0.182, -0.974], [-2.768, -0.792, -2.549]],
  "forces_ev_per_angstrom": [[1.23, 0.38, -0.04], [-0.54, -1.96, 0.34], [-1.41, -1.93, -0.28], [-1.15, 0.53, -0.98], [-0.51, 2.43, 0.89], [2.02, -0.48, -0.27], [-0.02, 0.27, 0.07], [-1.67, 0.21, 0.50], [0.93, 0.34, 0.42], [0.46, -0.02, -0.38], [-0.23, 0.13, 0.07], [0.10, 0.81, -0.08], [0.28, 0.19, 0.33], [0.71, -1.09, 0.01], [-0.54, -0.41, 0.00], [0.30, -0.06, -0.61], [-0.11, -0.09, -0.19], [-0.20, 0.38, 0.27], [0.27, 0.41, -0.10], [-0.64, -0.01, -1.12], [1.44, -1.28, 0.89], [0.23, -0.12, -0.06], [0.50, -0.38, 0.85], [-0.21, 0.50, -0.20], [-1.03, 0.82, 0.12], [-0.80, 0.29, -0.23], [0.59, 0.14, -0.21]]
}

---

[6]
{
  "formula": "C10H17BF6NO6S",
  "method": "ωB97M-V/def2-TZVPD",
  "homo_ev": -4.49,
  "e_lumo_ev": 2.344,
  "total_charge": -1,
  "gap_ev": 6.8381,
  "total_energy_ev": -52240.6450,
  "species": ["N", "C", "S", "C", "O", "B", "O", "H", "H", "H", "H", "H", "H", "H", "C", "C", "O", "C", "O", "C", "F", "F", "F", "H", "H", "H", "H", "H", "C", "C", "O", "C", "O", "C", "F", "F", "F", "H", "H", "H", "H", "H"],
  "xyz": [[-2.419, -1.137, 0.544], [-1.427, -2.116, 0.129], [-0.341, -1.303, -1.288], [-0.456, -2.528, 1.264], [-0.179, -3.866, 1.010], [-1.511, -4.381, 0.611], [-1.977, -3.247, -0.340], [-3.238, -1.303, -0.031], [-2.089, -0.210, 0.315], [-0.757, -2.092, -2.284], [0.465, -1.939, 1.271], [-1.013, -2.399, 2.204], [-1.492, -5.467, 0.059], [-2.274, -4.383, 1.599], [-3.065, 2.113, 6.057], [-2.021, 3.122, 5.636], [-1.081, 2.536, 4.708], [-1.482, 2.475, 3.446], [-2.509, 2.884, 2.995], [-0.384, 1.812, 2.577], [0.131, 0.740, 3.176], [0.610, 2.697, 2.371], [-0.883, 1.455, 1.402], [-2.591, 1.227, 6.479], [-3.716, 2.554, 6.812], [-3.676, 1.810, 5.208], [-1.405, 3.439, 6.475], [-2.472, 3.998, 5.171], [1.234, 0.587, -3.914], [2.566, 0.003, -3.520], [3.329, -0.408, -4.695], [3.991, 0.535, -5.322], [4.071, 1.699, -5.055], [4.758, -0.078, -6.523], [3.994, -0.914, -7.234], [5.824, -0.765, -6.081], [5.195, 0.881, -7.339], [0.664, -0.130, -4.506], [0.666, 0.795, -3.008], [1.347, 1.506, -4.489], [2.441, -0.910, -2.943], [3.171, 0.707, -2.951]],
  "forces_ev_per_angstrom": [[0.03, -0.10, -0.15], [0.11, 0.02, -0.15], [0.20, 0.10, -0.03], [0.09, -0.08, -0.19], [-0.07, -0.10, 0.14], [-0.06, -0.07, 0.13], [-0.25, -0.03, 0.25], [-0.03, -0.02, -0.01], [-0.07, 0.09, 0.07], [-0.13, -0.07, 0.08], [-0.02, 0.10, 0.09], [0.04, 0.04, 0.04], [0.12, 0.11, -0.13], [0.02, -0.03, -0.13], [0.02, -0.04, -0.03], [-0.03, 0.07, 0.05], [0.01, 0.00, 0.02], [0.10, -0.10, -0.09], [-0.04, 0.04, -0.01], [-0.09, -0.05, 0.07], [0.00, 0.05, -0.04], [-0.04, -0.03, -0.01], [0.12, 0.12, 0.02], [-0.01, 0.01, 0.02], [0.00, 0.00, 0.00], [0.00, 0.02, 0.00], [0.01, -0.02, -0.01], [0.00, -0.02, -0.02], [-0.04, 0.03, -0.11], [-0.03, -0.01, 0.17], [-0.01, -0.03, 0.01], [0.09, -0.06, -0.15], [-0.02, 0.05, 0.04], [-0.02, 0.02, 0.05], [0.03, 0.04, 0.02], [-0.04, 0.02, -0.03], [-0.01, -0.05, 0.03], [-0.01, -0.02, 0.04], [-0.03, -0.01, -0.02], [0.06, 0.01, 0.04], [-0.01, -0.01, -0.04], [0.01, 0.01, -0.05]]
}